No. 1
Entry from the Open Molecules 2025 dataset: a cluster of 8 separate species, C27H67FIN2O11 in total in a non-equilibrium geometry (ωB97M-V/def2-TZVPD).

Results
- Electronic energy: -2403.07087 Ha
- Largest force on an atom: 4.3 eV/A

ORCA input file:
```
! RIJCOSX wB97M-V def2-TZVPD def2/J DEFGRID3
* xyz 1 1
C -0.96278 -1.68688 -1.42813
C 0.07971 -2.85504 -1.76624
O 1.35881 -2.69499 -1.09899
C 1.51427 -3.71840 -0.07720
C 2.93681 -3.55988 0.66720
O 2.93232 -4.20576 1.97918
C 2.33024 -3.29830 2.92180
C 1.16955 -3.99314 3.82126
O 0.13676 -2.98417 4.00316
C 0.48369 -2.16120 5.13211
C 0.16748 -0.60949 4.89398
C 1.47372 0.26995 5.20041
N 1.33140 1.72396 4.90359
C 2.35708 2.22413 3.95541
C 3.85673 2.06930 4.44956
O 4.23235 1.67816 5.55945
I 5.38533 2.67569 2.98398
C -0.04766 2.11770 4.52370
C -0.80015 1.12114 3.51762
N -0.26769 -0.27744 3.50208
F 0.78928 -0.30357 2.62426
H -0.72171 -1.09390 -0.48389
H -1.00661 -0.95181 -2.31201
H -2.00252 -2.17143 -1.35955
H -0.36456 -3.87109 -1.49119
H 0.21452 -2.86720 -2.90948
H 1.42971 -4.75346 -0.54036
H 0.71219 -3.50879 0.72046
H 3.74374 -4.07178 0.03529
H 3.26258 -2.46913 0.76898
H 1.79816 -2.48892 2.31653
H 3.09670 -2.75455 3.57940
H 0.74784 -4.91390 3.28704
H 1.64120 -4.36444 4.78740
H 1.57297 -2.24795 5.46903
H -0.16229 -2.51448 6.01707
H -0.66003 -0.32110 5.62236
H 2.33397 -0.21288 4.60828
H 1.71358 0.12944 6.30464
H 2.17618 3.35765 3.84881
H 2.20821 1.80382 2.89107
H -0.69761 2.36339 5.44159
H 0.04671 3.11926 3.96393
H -0.85020 1.53562 2.45629
H -1.89693 1.04166 3.86268
H -0.97287 -0.93798 3.11317
C 0.61540 3.02666 8.52795
C 1.87412 3.69111 9.05029
O 2.98143 2.80558 8.93695
H 0.40657 2.10922 9.08460
H -0.24474 3.69537 8.61460
H 0.73652 2.74264 7.47723
H 1.75851 3.95345 10.10341
H 2.09555 4.60474 8.48920
H 3.08539 2.58407 8.00161
C 2.13925 1.38154 -1.34942
C 1.82026 2.50598 -0.38380
O 2.72781 2.47840 0.71713
H 2.07559 0.41318 -0.84529
H 1.44861 1.38417 -2.19560
H 3.16101 1.47734 -1.72846
H 0.80704 2.39672 0.01098
H 1.89421 3.47939 -0.87832
H 3.62090 2.58338 0.36502
C -4.43159 1.51129 -3.50003
C -3.12376 2.00478 -2.91596
O -2.10053 1.03328 -3.11260
H -4.72762 0.57254 -3.03415
H -5.22744 2.24594 -3.35089
H -4.32807 1.31743 -4.56973
H -3.22432 2.17666 -1.84145
H -2.81395 2.94373 -3.38879
H -2.01163 0.89315 -4.06526
C -8.13195 -0.83252 -4.66971
C -6.83211 -0.63657 -5.42480
O -5.72937 -0.67325 -4.52533
H -8.25515 -0.05553 -3.91111
H -8.98685 -0.80105 -5.34893
H -8.13437 -1.79306 -4.14617
H -6.82547 0.33208 -5.92827
H -6.69684 -1.41879 -6.17907
H -5.73690 -1.53644 -4.09086
C -0.86621 4.60104 -2.82022
C -0.37002 3.70566 -3.93873
O -0.25176 2.36349 -3.48024
H -0.18140 4.56608 -1.96878
H -0.95569 5.63586 -3.15851
H -1.84232 4.26376 -2.45899
H 0.61360 4.03246 -4.28174
H -1.05758 3.72754 -4.79000
H -1.12739 2.07710 -3.18658
C -4.72675 0.16354 -8.95801
C -3.52395 0.55382 -8.12197
O -3.76624 0.27072 -6.74767
H -5.61625 0.70480 -8.62583
H -4.55542 0.38142 -10.01458
H -4.94331 -0.90333 -8.84987
H -3.32439 1.62310 -8.21569
H -2.63174 0.00648 -8.44240
H -3.93335 -0.67726 -6.67008
C 7.05274 -5.23956 -1.39650
C 6.31280 -4.05109 -1.97810
O 5.61640 -3.35216 -0.95045
H 6.35566 -5.92024 -0.90125
H 7.58627 -5.78724 -2.17651
H 7.77299 -4.91450 -0.64012
H 5.57993 -4.38140 -2.71674
H 7.00685 -3.35962 -2.46575
H 6.27085 -3.05485 -0.30541
*
```

***

No. 2
Entry from the Open Molecules 2025 dataset: a structure of composition C6H9N in a non-equilibrium geometry (ωB97M-V/def2-TZVPD).

Results
- Electronic energy: -288.53600 Ha
- Largest force on an atom: 3.5 eV/A
- ΔE to the lowest compared entry with this formula, charge and spin: 6.695 eV

ORCA input file:
```
! RIJCOSX wB97M-V def2-TZVPD def2/J DEFGRID3
* xyz 0 1
C -0.26379 -1.69751 0.97679
N -0.69752 -0.55791 0.31879
C -0.18902 0.62612 0.89340
C 0.84222 1.19928 -0.13864
C 0.83679 0.21965 -1.32078
C -0.67035 0.05907 -1.01812
C -0.64168 1.45078 -0.30245
H -0.75041 -2.60489 0.55730
H -0.44099 -1.03762 2.31315
H 0.78329 -1.86242 1.22747
H -0.23920 0.23177 2.10454
H 1.60772 1.93487 0.08634
H 1.42010 -0.70752 -1.25154
H 1.03283 0.71632 -2.27873
H -1.39412 -0.31829 -1.74784
H -1.23588 2.34828 -0.41969
*
```

***

No. 3
Entry from the Open Molecules 2025 dataset: a structure of composition C2H3Br3S in a non-equilibrium geometry (ωB97M-V/def2-TZVPD).

Results
- Electronic energy: -8198.21139 Ha
- Largest force on an atom: 2.3 eV/A
- ΔE to the lowest compared entry with this formula, charge and spin: 0.000 eV

ORCA input file:
```
! RIJCOSX wB97M-V def2-TZVPD def2/J DEFGRID3
* xyz 0 1
C 0.37416 0.13172 -0.61163
C 1.52800 -0.15626 -1.76261
S -1.05421 -0.95533 -0.61505
Br 3.15973 0.79349 -1.43301
Br 0.77724 0.34791 -3.49697
Br 1.86466 -2.08823 -1.79021
H 0.88945 0.07408 0.34308
H 0.07125 1.16735 -0.78278
H -0.89422 -1.33754 0.64918
*
```

***

No. 4
Entry from the Open Molecules 2025 dataset: the molecule F2HOPS in a non-equilibrium geometry (ωB97M-V/def2-TZVPD).

Results
- Electronic energy: -1015.21605 Ha
- SMILES string: OP(F)(F)=S
- Largest force on an atom: 4.0 eV/A
- ΔE to the lowest compared entry with this formula, charge and spin: 0.793 eV

ORCA input file:
```
! RIJCOSX wB97M-V def2-TZVPD def2/J DEFGRID3
* xyz 0 1
O 0.58899 -0.99010 -0.70597
P -0.07282 0.32312 -0.06817
F 0.74778 0.38061 1.33622
F -1.54298 -0.16968 0.45621
S -0.08495 2.23559 -0.84654
H 0.36398 -1.77954 -0.17175
*
```